Computed, not measured: the molecule C8H12NPS, with the ωB97M-V functional and the def2-TZVPD basis.

## Properties
Electronic energy in eV: -30101.66314
Net charge: 0
Energy above the lowest of the compared OMol25 structures with the same formula, charge and spin in eV: 0.000
SMILES string: C#CC1=CC[P@](=S)(N(C)C)C1

Atoms and positions in Å:
1 C -4.08728 0.94815 1.07757
2 C -2.96990 0.65287 0.78186
3 C -0.66313 1.13126 1.48111
4 C -1.58541 0.28761 0.97111
5 C 0.83331 0.72292 1.63885
6 C -1.15459 -1.07449 0.56415
7 C 2.07834 -1.19565 -1.82432
8 C 0.69289 0.87091 -1.67057
9 N 1.40934 -0.27438 -0.94939
10 P 0.90900 -0.83000 0.57377
11 S 1.95717 -2.35234 1.13342
12 H -5.06522 1.15749 1.37194
13 H -0.78708 2.17735 1.58470
14 H 1.57704 1.55036 1.44730
15 H 1.13500 0.57098 2.63489
16 H -1.31876 -1.95043 1.29848
17 H -1.57264 -1.54032 -0.45203
18 H 2.84928 -0.60300 -2.30360
19 H 2.55056 -2.15329 -1.40331
20 H 1.36117 -1.52895 -2.67287
21 H 1.43424 1.07579 -2.44139
22 H -0.33653 0.56973 -1.78285
23 H 0.75318 1.78743 -1.05884